Below is the molecule C13H17N3O4 at a distorted geometry, with properties calculated with wB97M-V/def2-TZVPD.

The geometry in XYZ format:
```
37
Properties=species:S:1:pos:R:3:forces:R:3:mulliken_charge:R:1
C -0.7809 -0.1963 0.3247 -0.931 0.534 -0.242 0.570
C 0.6763 -0.0909 -0.1582 -0.301 -0.872 2.022 0.010
C -1.7233 0.3414 -0.7553 0.167 0.020 0.190 -1.173
C -3.1722 0.0868 -0.4620 -0.980 -0.284 -0.656 0.352
C -3.7808 -1.1584 -0.7403 0.008 0.596 0.772 -0.308
C -3.9937 1.1074 0.0305 -0.111 -0.709 0.518 -0.344
C -5.1059 -1.4290 -0.3971 0.251 -0.208 -0.597 -0.506
C -5.3313 0.8243 0.3640 0.894 -0.353 -0.602 -0.528
C -5.8978 -0.4226 0.1121 -2.044 0.547 0.919 -0.313
C 2.9862 0.3188 0.5716 -0.271 -1.058 -0.299 -0.214
C 3.2463 1.3182 -0.5224 -0.422 -0.221 0.862 0.397
C 3.6767 -1.0072 0.2515 0.209 -0.430 -1.307 -0.689
C 5.1822 -0.9250 0.3308 -0.454 1.087 0.017 0.323
H -0.9470 1.4890 1.5738 0.508 -0.606 -0.485 0.253
H -2.0089 0.4083 1.8649 -0.863 -0.815 0.090 0.324
H -0.9846 -1.2699 0.4492 0.152 0.161 0.066 0.249
H -1.3987 -0.0939 -1.6757 -0.049 -0.237 -0.858 0.416
H -1.5521 1.4160 -0.8064 0.017 0.151 -0.162 0.372
H -3.2059 -1.9329 -1.2029 0.387 -0.382 -0.124 0.435
H -3.5413 2.0871 0.2043 -0.349 -0.197 0.040 0.338
H -5.5199 -2.4202 -0.5711 0.098 0.195 -0.082 0.361
H -5.9232 1.5613 0.8368 -0.544 0.821 0.220 0.407
H -7.0377 -0.5496 0.3470 2.424 -0.022 -0.420 0.239
H 1.2366 0.2069 1.7931 -0.050 0.103 -0.590 0.337
H 3.4367 0.7507 1.4569 0.123 -0.041 0.334 0.644
H 3.3603 -1.7028 0.9891 -0.154 -0.657 0.855 0.499
H 3.3589 -1.4443 -0.7013 -0.185 0.462 0.022 0.281
H 6.9336 -0.9962 -0.7087 -0.708 -0.202 0.365 0.252
H 5.5901 -1.2366 -1.6950 -0.294 -0.078 0.785 0.255
H 2.5365 2.9178 -1.1862 0.026 -0.094 0.505 0.365
N -1.0526 0.4636 1.5939 1.259 0.939 0.767 -0.754
N 1.5695 0.1106 0.8344 0.308 0.757 0.937 -0.110
N 5.9474 -1.2751 -0.7395 0.769 -0.014 -0.820 -0.471
O 1.0282 -0.3577 -1.2751 0.027 0.298 -1.596 -0.646
O 4.1348 1.2113 -1.3087 0.233 0.315 -0.758 -0.567
O 5.6350 -0.4775 1.3622 0.854 -0.111 0.441 -0.611
O 2.4226 2.3667 -0.3847 -0.004 0.609 -1.128 -0.444
```
Forces are in eV/Å.

Calculated values
- HOMO (eV) = -9.24
- LUMO energy (eV) = 0.57
- ΔE to the lowest compared entry with this formula, charge and spin (kJ/mol) = 51.0
- Kohn-Sham gap (eV) = 9.807
- SMILES = NC(=O)C[C@H](NC(=O)[C@@H](N)Cc1ccccc1)C(=O)O

=====

Below is a structure of composition C13H17N3O4Se3TeTi, with properties calculated with wB97M-V/def2-TZVPD.

The geometry in XYZ format:
```
42
Properties=species:S:1:pos:R:3:forces:R:3:mulliken_charge:R:1
Ti -0.0272 0.0242 -0.0572 -0.141 -0.063 -0.092 0.712
O 0.1399 3.5388 2.1027 0.007 0.028 0.009 -0.795
C 0.2417 2.3906 1.6785 -0.051 -0.061 -0.037 0.625
O -0.4769 1.8642 0.7162 0.024 0.070 0.163 -0.619
C 1.1898 1.3890 2.2152 -0.038 0.049 -0.012 -0.259
C 2.0300 1.5181 3.2952 0.011 0.112 0.056 -0.322
C 2.7369 0.4161 3.7822 -0.025 -0.045 -0.040 -0.605
C 2.4523 -0.8330 3.2073 0.066 -0.008 0.111 -0.306
C 1.6026 -0.9252 2.1390 0.024 0.066 -0.119 -0.300
N 1.0576 0.1942 1.5443 -0.060 -0.101 -0.147 0.298
C 1.0447 -2.1609 1.5394 -0.063 0.005 0.010 0.477
O 1.3942 -3.2905 1.8647 0.001 -0.021 -0.030 -0.783
O 0.1184 -1.8716 0.6588 0.092 -0.049 0.121 -0.461
H 2.0955 2.4933 3.7638 -0.009 0.001 -0.011 0.460
H 3.4107 0.5060 4.6240 0.002 0.005 0.005 0.370
H 2.8566 -1.7539 3.6107 -0.008 -0.009 -0.018 0.457
Se -0.6541 1.8903 -2.0438 0.119 -0.069 -0.023 -0.324
Se -0.2754 0.9209 -4.1539 0.028 0.094 0.057 -0.434
Te -1.9765 -0.9438 -4.0330 -0.050 -0.047 -0.018 -0.191
Se -1.2655 -1.9236 -1.8460 -0.034 0.032 0.041 -0.510
C 5.1602 0.7347 -4.2646 -0.001 0.002 -0.011 -1.243
C 3.7078 0.9649 -3.8639 0.127 -0.080 0.077 -0.672
N 3.2091 -0.0917 -2.9881 -0.136 0.155 -0.003 0.472
C 2.8040 -1.3208 -3.6714 -0.023 0.048 0.043 -0.761
C 3.3568 -2.5714 -3.0013 -0.017 -0.025 -0.009 -1.123
C 2.5355 0.2587 -1.8326 0.189 -0.144 -0.082 0.751
C 2.9375 1.5219 -1.1348 -0.055 0.055 0.025 -1.436
N 1.6179 -0.4656 -1.3117 0.167 0.022 -0.049 0.250
H 5.4932 1.5033 -4.9665 -0.002 0.001 0.004 0.447
H 5.2945 -0.2379 -4.7427 -0.031 -0.006 -0.003 0.289
H 5.8046 0.7639 -3.3840 -0.002 -0.004 0.000 0.263
H 3.0646 1.0283 -4.7470 -0.019 -0.015 -0.020 0.358
H 3.6245 1.9221 -3.3562 -0.046 -0.019 -0.025 0.460
H 3.1789 -1.2568 -4.6940 0.030 0.004 -0.003 0.579
H 1.7108 -1.3577 -3.7566 0.012 -0.010 0.021 0.171
H 4.4490 -2.5612 -3.0112 0.008 0.003 -0.006 0.322
H 3.0063 -3.4622 -3.5258 0.006 0.005 -0.002 0.394
H 3.0301 -2.6517 -1.9647 -0.001 0.008 0.000 0.228
H 2.3777 2.3633 -1.5501 -0.009 0.008 0.024 0.261
H 4.0099 1.7069 -1.2152 0.002 -0.010 -0.008 0.430
H 2.6610 1.4336 -0.0852 -0.012 -0.003 -0.008 0.106
H 1.3379 -1.2762 -1.8590 -0.082 0.019 0.009 -0.034
```
Forces are in eV/Å.

Calculated values
- total charge = -2
- HOMO (alpha / beta) (eV) = 0.19 / 0.19
- LUMO energy (alpha / beta) (eV) = 4.29 / 4.29
- ΔE to the lowest compared entry with this formula, charge and spin (kJ/mol) = 58.2
- Kohn-Sham gap (alpha / beta) (eV) = 4.109 / 4.108

=====

Below is the molecule C13H17NO3 at a distorted geometry, with properties calculated with wB97M-V/def2-TZVPD.

The geometry in XYZ format:
```
34
Properties=species:S:1:pos:R:3:forces:R:3:mulliken_charge:R:1
O -2.2905 1.2254 -1.1130 -3.413 1.053 -1.985 -0.578
O 0.0733 1.7815 1.7362 -1.478 -1.688 -2.281 -0.672
O -1.0485 0.0780 -2.7045 1.453 -0.484 1.248 -0.349
C -1.3054 0.6754 -1.4497 2.433 -0.630 2.134 0.107
C -0.7465 1.1681 0.9907 1.190 0.851 1.591 0.294
C 4.1319 -2.4797 -0.4854 -5.900 1.632 1.703 -0.739
C 1.1093 -0.7837 -1.7730 -2.303 0.633 -1.443 -0.339
C -0.3321 0.6278 -0.3519 1.196 -1.096 -0.875 0.516
C 0.8483 -0.0850 -0.5236 -0.069 0.623 0.212 0.380
C 0.1536 -0.6506 -2.7893 0.794 -0.304 1.424 0.327
C 3.7672 -1.6035 0.5204 -0.155 -1.526 -3.485 -0.201
N 1.7892 -0.0806 0.4650 0.042 0.242 0.107 -0.190
C 0.3909 -1.2795 -4.1142 -1.215 -0.046 -2.433 -1.307
C 2.3027 -1.2949 1.0204 2.839 -0.848 -0.028 -0.687
C -4.0100 2.0276 2.7563 0.645 0.189 0.136 -1.359
C -2.1152 0.8835 1.6769 2.323 1.513 0.150 -0.852
C -2.6469 2.2616 2.1949 1.456 -0.046 -0.349 -0.117
H 5.0759 -2.4836 -0.8628 2.500 -0.187 -1.022 0.319
H 3.2434 -2.8690 -1.1032 1.741 -0.453 1.145 0.224
H 2.0507 -1.3174 -1.9835 -0.791 0.408 0.251 0.340
H 4.5679 -0.8781 0.5872 -0.124 0.347 1.543 0.281
H 1.5984 0.6091 1.1647 -0.272 0.482 0.275 0.359
H -0.5074 -1.7485 -4.6779 1.002 1.030 1.403 0.318
H 1.1040 -2.0935 -4.0884 0.332 0.076 0.399 0.378
H 0.7820 -0.5189 -4.8413 -0.274 -0.515 0.636 0.282
H 1.5853 -2.1090 0.9559 0.272 -0.399 -0.482 0.398
H 2.4992 -1.1883 2.0819 -0.553 0.465 0.340 0.404
H -4.3443 2.8558 3.3187 -0.625 1.131 0.463 0.395
H -4.6588 1.8308 1.9470 -1.136 -0.418 -0.623 0.354
H -3.9644 1.2123 3.4545 -0.167 -0.660 0.200 0.333
H -1.7286 0.3384 2.5241 -0.223 -0.417 0.624 0.378
H -2.8085 0.2495 1.1660 -0.464 0.083 -0.631 0.515
H -1.9659 2.7008 2.9988 -0.638 -0.786 -1.273 0.229
H -2.6001 2.9385 1.3022 -0.418 -0.253 0.924 0.258
```
Forces are in eV/Å.

Calculated values
- HOMO (eV) = -8.66
- LUMO energy (eV) = 0.00
- ΔE to the lowest compared entry with this formula, charge and spin (kJ/mol) = 424.7
- Kohn-Sham gap (eV) = 8.663
- SMILES = C=CCNc1cc(C)oc(=O)c1C(=O)CCC

=====

Below is a cluster of 2 separate species, C13H18BNO7 in total at a distorted geometry, with properties calculated with wB97M-V/def2-TZVPD.

The geometry in XYZ format:
```
40
Properties=species:S:1:pos:R:3:forces:R:3:mulliken_charge:R:1
C 4.0802 0.2150 1.2219 -0.108 -0.289 -0.575 -0.742
C 3.5015 1.7015 1.6224 -0.225 1.045 5.561 0.608
O 3.4831 2.0367 2.9152 0.028 -1.628 -8.335 -0.536
O 2.9665 2.6254 0.5690 0.246 -3.158 2.258 -0.393
C 1.6166 2.0889 0.2749 -1.381 -0.104 -0.121 -0.164
C 0.5083 3.2453 0.6222 -0.330 0.873 -0.165 -0.575
C -0.7902 2.7290 1.4824 -0.204 -0.198 -0.479 -0.518
C -1.3511 1.2456 1.0683 -1.684 -4.733 2.133 0.240
C -1.6414 0.0661 1.9747 0.657 2.771 -2.317 0.279
B -1.4049 0.0180 3.6066 1.156 -0.651 2.201 0.307
O -2.1121 0.8303 4.6165 1.747 0.171 -3.685 -0.506
O -0.3548 -0.9268 4.1289 -0.933 3.401 -1.374 -0.547
C -2.2379 -1.1888 1.0994 0.256 -3.517 1.703 0.344
O -2.2680 -2.5064 1.3289 -0.160 9.551 -1.969 -0.513
O -2.8164 -0.4347 -0.0479 3.326 -0.846 -0.518 -0.289
C -1.7899 0.5799 -0.3637 3.188 3.162 -3.200 0.424
O -1.2323 0.9399 -1.5225 -4.493 -2.918 7.220 -0.531
H 3.6929 -0.1797 0.1726 0.771 1.146 2.185 0.266
H 5.2482 0.2813 1.1832 -2.233 0.055 0.052 0.299
H 3.8105 -0.6275 2.0201 0.427 2.313 -1.527 0.275
H 1.4822 1.7624 -0.8588 0.602 0.675 2.465 0.220
H 1.4544 1.1514 0.9642 -0.024 1.691 -1.461 0.218
H 0.0887 3.7649 -0.3605 1.060 -1.336 1.956 0.258
H 1.0109 4.1246 1.2517 -0.963 -2.119 -1.325 0.332
H -0.4904 2.7517 2.6161 -0.741 -0.392 -2.122 0.251
H -1.6725 3.5121 1.3132 1.858 -1.811 0.391 0.290
H -2.2935 1.7406 4.2068 -0.116 -1.993 0.814 0.326
H 0.5078 -0.3903 4.1311 -1.724 -1.248 0.129 0.331
C -2.1648 -1.9853 -3.5982 -0.103 0.060 0.038 -0.797
C -0.9557 -2.6458 -4.2529 -0.290 0.310 -0.166 -0.460
C -0.1086 -3.4493 -3.2641 0.366 0.840 0.597 -0.397
C 0.4195 -2.5299 -2.1750 3.095 4.915 6.270 0.319
N 0.8576 -1.7672 -1.2715 -3.497 -5.987 -7.174 -0.513
H -1.8654 -1.2579 -2.8370 -0.012 -0.125 -0.088 0.047
H -2.7553 -1.4471 -4.3465 0.056 -0.101 0.108 0.338
H -2.8123 -2.7328 -3.1257 0.065 0.111 -0.045 0.322
H -0.3405 -1.8702 -4.7253 -0.001 -0.206 0.069 0.291
H -1.3029 -3.3116 -5.0506 0.182 -0.025 0.115 0.312
H 0.7363 -3.9133 -3.7838 0.000 0.106 0.271 0.296
H -0.7044 -4.2461 -2.8058 0.137 0.188 0.111 0.289
```
Forces are in eV/Å.

Calculated values
- HOMO (eV) = -10.33
- LUMO energy (eV) = -1.48
- Kohn-Sham gap (eV) = 8.846
- SMILES = CC(=O)OCCCC1=C(B(O)O)C(=O)OC1=O.CCCC#N

=====

Below is a structure of composition C13H18Cl5I2OP2V at a distorted geometry, with properties calculated with wB97M-V/def2-TZVPD.

The geometry in XYZ format:
```
42
Properties=species:S:1:pos:R:3:forces:R:3:mulliken_charge:R:1
I 1.3940 1.2340 -1.3308 0.284 -0.132 0.624 -0.050
I -1.8537 -0.8143 -0.2773 0.198 0.257 0.444 -0.133
V 0.3668 0.2685 0.8250 -3.017 0.637 -1.822 0.238
P -1.2499 2.3686 0.6442 -0.431 0.012 -0.071 0.720
C -0.6964 3.9821 1.2936 0.448 -0.088 0.069 -1.186
C -1.7517 2.8118 -1.0525 0.183 -0.125 -0.118 -1.084
H -2.4732 3.6370 -0.9941 0.163 -0.188 -0.014 0.449
H -3.4037 3.1402 1.3881 0.095 -0.248 0.055 0.438
H -2.2069 1.9552 -1.5593 0.054 0.181 0.122 0.332
H -3.4263 1.3711 1.0602 0.078 0.262 0.117 0.365
H 0.3163 4.1961 0.9377 -0.158 0.116 -0.010 0.321
H -0.8692 3.1201 -1.6238 -0.288 0.059 0.115 0.395
C -2.8533 2.1963 1.4968 0.035 -0.211 0.083 -1.154
H -1.3797 4.7702 0.9463 0.196 -0.253 0.137 0.508
H -2.6943 1.9835 2.5593 -0.103 0.095 -0.121 0.243
H -0.6806 3.9666 2.3894 -0.080 0.054 -0.155 0.279
P 0.9636 -2.2820 -0.4190 0.401 -0.997 -0.967 0.459
C 2.6350 -3.0063 -0.2188 0.143 0.552 0.497 -1.342
C -0.0290 -3.8138 -0.1977 -0.497 0.350 0.735 -1.220
H -0.0822 -1.8044 -2.5753 0.203 -0.116 -0.006 0.369
H 1.0737 -3.1702 -2.6812 -0.003 0.229 0.272 0.438
H 1.6651 -1.4736 -2.6113 -0.145 -0.253 -0.014 0.368
C 0.8988 -2.1720 -2.2574 -0.098 0.708 0.153 -1.216
H -1.0680 -3.6460 -0.5022 0.300 -0.129 0.071 0.389
H 0.4037 -4.6302 -0.7934 0.023 0.418 0.133 0.451
H 2.6948 -3.9498 -0.7773 -0.082 0.322 0.123 0.453
H 2.8215 -3.1945 0.8447 0.091 -0.091 -0.229 0.403
H -0.0174 -4.0950 0.8617 -0.060 -0.088 -0.198 0.367
H 3.3902 -2.3034 -0.5875 -0.057 -0.180 0.063 0.382
C 2.0080 -0.3151 1.5038 6.516 -3.376 2.723 0.618
O 2.9978 -0.7289 1.9937 -4.287 2.004 -2.174 -0.295
Cl 2.7644 2.6421 1.7969 -0.728 -0.212 1.040 0.031
C 1.6004 2.2530 3.0145 0.854 0.636 -0.702 1.035
C 0.7318 1.1915 2.8215 -1.359 -1.052 -0.792 -1.511
C -0.1918 0.8766 3.8063 0.426 -0.728 -1.515 0.811
Cl -1.2419 -0.4739 3.4951 0.503 0.556 0.118 -0.025
C -0.3535 1.6721 4.9604 -0.667 0.457 1.124 0.107
Cl -1.5983 1.3291 6.0819 1.000 0.254 -0.798 -0.003
C 0.4769 2.8145 5.1103 0.843 0.641 -0.405 0.341
Cl 0.2228 3.8879 6.4118 0.092 -0.304 -0.178 -0.084
C 1.4876 3.0912 4.1557 -0.539 0.648 1.541 0.050
Cl 2.5215 4.4426 4.3494 -0.530 -0.676 -0.071 -0.058
```
Forces are in eV/Å.

Calculated values
- total charge = +2
- HOMO (alpha / beta) (eV) = -14.59 / -14.69
- expectation value of S² = 2.15
- 2S+1 = 3
- LUMO energy (alpha / beta) (eV) = -8.67 / -10.90
- ΔE to the lowest compared entry with this formula, charge and spin (kJ/mol) = 0.0
- Kohn-Sham gap (alpha / beta) (eV) = 5.919 / 3.789

=====

Below is the molecule C13H18N2O3S at a distorted geometry, with properties calculated with wB97M-V/def2-TZVPD.

The geometry in XYZ format:
```
37
Properties=species:S:1:pos:R:3:forces:R:3:mulliken_charge:R:1
C 0.8911 2.2258 2.7909 -0.037 0.113 -0.457 -1.183
C 0.9481 3.1698 1.6049 0.111 0.405 0.405 -0.256
H 1.9494 3.5999 1.4865 -0.171 -0.021 -0.007 0.306
H 0.2371 3.9964 1.7151 0.149 -0.109 -0.031 0.353
O 0.6232 2.4364 0.4224 -0.066 -0.378 0.050 -0.137
C 0.5083 3.1502 -0.6939 0.066 0.459 -0.008 0.262
O 0.6546 4.3478 -0.7550 -0.013 -0.124 -0.021 -0.635
C 0.1812 2.3072 -1.8605 -0.140 0.333 -1.017 -0.144
C 0.0122 2.7967 -3.1240 0.071 -0.109 0.490 -0.201
S -0.3520 1.5320 -4.2221 0.083 -0.345 0.681 -0.234
C -0.2464 0.3969 -2.8526 0.048 1.154 -0.617 0.435
N 0.0291 0.9603 -1.7354 -0.011 -0.479 0.434 -0.163
N -0.4565 -0.9249 -3.0844 -0.233 -0.473 -0.690 -0.070
C -0.3777 -2.0230 -2.2278 0.150 0.172 0.126 -0.307
O -0.5572 -3.1168 -2.7040 -0.040 -0.243 0.001 -0.649
C -0.1095 -1.7345 -0.7788 -0.033 -0.473 0.163 0.790
C -1.4255 -1.3066 -0.1100 0.163 0.314 0.023 -1.032
C -1.1680 -0.9807 1.3565 -0.216 -0.250 -0.009 -0.157
C -0.5829 -2.1889 2.0806 0.213 0.238 0.042 -0.809
C 0.7049 -2.6458 1.4021 -0.211 -0.197 -0.017 -0.638
C 0.4544 -2.9646 -0.0678 0.139 0.158 -0.064 -1.004
H -0.2556 -3.7882 -0.1586 0.020 -0.065 -0.031 0.323
H 1.3835 -3.2745 -0.5502 -0.027 -0.078 -0.036 0.408
H 1.0999 -3.5284 1.9087 0.084 0.030 0.010 0.369
H 1.4532 -1.8532 1.4766 0.094 0.029 0.050 0.323
H -1.3079 -3.0058 2.0656 -0.053 -0.060 0.052 0.333
H -0.3842 -1.9373 3.1246 -0.055 -0.055 0.045 0.385
H -2.1020 -0.6766 1.8338 0.016 0.094 0.017 0.381
H -0.4699 -0.1438 1.4082 0.022 0.117 0.030 -0.009
H -2.1505 -2.1195 -0.1926 -0.046 -0.053 -0.047 0.357
H -1.8294 -0.4287 -0.6157 -0.079 -0.026 -0.020 0.434
H 0.5941 -0.9022 -0.7035 -0.074 -0.108 0.016 0.383
H -0.6668 -1.1789 -4.0439 0.034 -0.097 0.257 0.275
H 0.0832 3.8162 -3.4425 0.027 0.249 -0.030 0.531
H 1.5785 1.3973 2.6429 0.073 -0.108 0.048 0.270
H 1.1700 2.7607 3.6940 0.027 0.044 0.097 0.429
H -0.1137 1.8294 2.9097 -0.087 -0.057 0.063 0.281
```
Forces are in eV/Å.

Calculated values
- HOMO (eV) = -8.88
- LUMO energy (eV) = 0.41
- ΔE to the lowest compared entry with this formula, charge and spin (kJ/mol) = 39.1
- Kohn-Sham gap (eV) = 9.290
- SMILES = CCOC(=O)c1csc(NC(=O)C2CCCCC2)n1

=====

no.,calculated total energy (Eh)
1,-970.86889
2,-9292.83239
3,-785.93612
4,-1112.23090
5,-5103.85033
6,-1239.64159